--- P ---
Molecular formula: C18H27N3O4
Method: DFT, ωB97M-V/def2-TZVPD

Charge: 0
LUMO level, eV: 0.76
Gap between HOMO and LUMO, eV: 8.7
Structure (SMILES): COc1ccc(CCNC(=O)C(=O)NCC2CCNCC2)cc1OC

Last column: natural (NBO) charge in e.
Cartesian coordinates (Å):
C 2.906 1.055 0.214  0.349
H 0.612 2.391 0.906  0.167
H 0.812 3.415 -0.535  0.197
N -2.704 -1.037 -1.320  -0.588
H -4.795 -0.853 0.438  0.193
C 2.771 -1.207 1.070  -0.036
H 0.483 1.674 -0.730  0.211
H -2.588 2.107 -0.306  0.214
C -3.502 0.022 -1.882  -0.220
H 6.589 1.096 -1.405  0.174
C 0.995 2.425 -0.121  -0.267
C -4.260 0.827 -0.814  -0.220
C -6.014 0.838 0.973  -0.216
C -0.832 -2.211 -0.442  0.577
H 6.641 2.848 -1.089  0.201
O 2.394 2.257 -0.155  -0.494
O 4.952 1.977 -0.482  -0.481
H 1.113 0.132 0.914  0.222
C 4.129 -1.356 0.872  -0.223
O -1.583 -3.016 0.086  -0.636
C 6.338 1.883 -0.686  -0.250
O -0.637 -0.119 -1.623  -0.649
H -4.215 -0.408 -2.593  0.200
H -6.564 1.639 0.468  0.183
N 0.501 -2.239 -0.441  -0.587
H 5.949 -0.454 0.233  0.220
H 1.114 -1.975 2.189  0.213
H -4.789 1.632 -1.337  0.204
N -5.108 1.463 1.916  -0.614
H -2.813 0.680 -2.416  0.228
H -3.156 -1.831 -0.884  0.427
H 0.658 -3.913 0.729  0.229
H 2.105 -3.536 -0.247  0.200
H -6.018 -0.441 -0.774  0.208
H -2.740 0.670 0.709  0.195
H -6.731 0.235 1.535  0.201
C -1.376 -0.999 -1.207  0.593
C 4.299 0.895 0.028  0.238
H -4.652 0.743 2.471  0.346
C 2.171 0.009 0.742  -0.331
C 1.308 -3.112 0.371  -0.216
H -4.619 3.084 0.741  0.183
C -4.102 2.257 1.238  -0.217
H -3.432 2.678 1.991  0.200
C 1.923 -2.349 1.558  -0.421
H 4.613 -2.289 1.117  0.208
C 4.889 -0.309 0.366  -0.286
C -5.293 -0.025 -0.072  -0.427
H 0.958 -1.446 -0.881  0.434
H 2.524 -3.046 2.143  0.218
C -3.303 1.457 0.200  -0.425
H 6.873 1.700 0.253  0.174


--- Q ---
Molecular formula: C18H27N3O4
Method: DFT, ωB97M-V/def2-TZVPD

Charge: 0
LUMO level, eV: 0.65
Gap between HOMO and LUMO, eV: 8.8
Structure (SMILES): COc1ccc(OC)c(CNC(=O)[C@H]2CCCN(C(=O)N(C)C)C2)c1

Last column: natural (NBO) charge in e.
Cartesian coordinates (Å):
H 5.265 -2.770 -1.184  0.194
H -1.916 3.046 0.960  0.172
H -1.773 -1.527 2.041  0.253
H -8.226 -1.134 -1.848  0.201
C 4.988 0.233 -0.204  0.803
H 1.431 -0.975 -0.960  0.209
H 2.517 0.599 1.422  0.198
O -1.986 1.026 1.435  -0.504
H -6.113 1.486 -0.444  0.219
C -3.122 0.576 0.830  0.269
C -4.189 1.374 0.450  -0.227
C 0.285 -0.841 0.857  0.701
H -4.353 -2.397 -0.233  0.221
H 2.056 1.049 -2.433  0.200
C -1.915 2.373 1.825  -0.251
H -0.095 0.974 -1.204  0.208
H -4.172 2.437 0.629  0.211
H -7.263 0.333 -2.154  0.174
N 5.357 -1.070 0.011  -0.455
C 6.743 -1.333 0.318  -0.406
C -5.305 0.827 -0.168  -0.312
H -2.736 2.643 2.496  0.179
H -0.930 -1.203 -0.746  0.391
C 4.624 -2.202 -0.502  -0.409
H 7.200 -0.409 0.664  0.242
C 1.315 -0.280 -0.121  -0.314
H 3.011 -1.037 0.994  0.225
N 3.628 0.453 -0.352  -0.486
H 4.311 -2.871 0.306  0.193
H 7.289 -1.688 -0.562  0.183
C -3.181 -0.808 0.585  -0.057
H -2.263 -2.731 0.813  0.199
H 6.802 -2.091 1.102  0.190
C 3.242 1.779 -0.799  -0.212
H 3.750 -1.866 -1.053  0.216
H 3.135 2.462 0.056  0.176
H 1.618 2.674 -1.889  0.212
C -4.291 -1.338 -0.037  -0.230
C -7.528 -0.423 -1.408  -0.251
O 5.804 1.133 -0.284  -0.657
O -6.408 -1.181 -1.019  -0.495
C 2.662 -0.094 0.580  -0.200
H 0.660 1.741 0.195  0.205
O 0.454 -0.876 2.056  -0.628
C -2.020 -1.677 0.986  -0.248
C -5.367 -0.535 -0.417  0.285
H -0.971 2.471 2.359  0.206
H -8.002 0.064 -0.549  0.175
N -0.823 -1.322 0.249  -0.609
H 4.035 2.163 -1.442  0.236
C 0.843 1.079 -0.654  -0.391
C 1.919 1.681 -1.553  -0.403


It comes down to P, which is 5.3 kcal/mol more stable than the next structure.


--- P ---
Molecular formula: C6H11N4
Method: DFT, ωB97M-V/def2-TZVPD

Charge: +1
LUMO level, eV: -3.33
Gap between HOMO and LUMO, eV: 12.4
Structure (SMILES): C[C@@H]1CCn2nn[n+](C)c21

Last column: natural (NBO) charge in e.
Cartesian coordinates (Å):
C -0.744 -0.586 -1.632  -0.402
H 0.805 -0.181 -3.052  0.231
C 0.928 0.019 -0.141  0.450
H 2.743 1.375 1.998  0.241
C 0.575 -0.831 -2.299  -0.208
H 2.393 -0.049 2.833  0.261
N 2.720 -0.864 -0.940  0.030
H -1.110 -1.501 -1.259  0.235
H -1.277 0.556 1.520  0.222
C -0.496 0.412 -0.441  -0.250
C -1.357 -0.002 0.694  -0.634
N 1.458 -0.638 -1.179  -0.129
H -1.481 -0.379 -2.337  0.257
N 1.923 0.203 0.733  -0.135
N 3.020 -0.333 0.183  0.008
H -2.461 0.066 0.559  0.254
H -1.293 -1.023 1.079  0.233
H 0.788 -1.942 -2.679  0.256
C 2.004 0.661 2.098  -0.408
H 1.044 1.080 2.319  0.231
H -0.392 1.437 -0.561  0.256


--- Q ---
Molecular formula: C6H11N4
Method: DFT, ωB97M-V/def2-TZVPD

Charge: +1
LUMO level, eV: -3.93
Gap between HOMO and LUMO, eV: 9.7

Last column: natural (NBO) charge in e.
Cartesian coordinates (Å):
H -2.855 1.450 1.554  0.250
C -2.885 1.059 -0.686  -0.361
H -3.451 0.780 -1.576  0.256
H -0.846 0.980 0.325  0.277
H -3.438 -0.218 1.098  0.218
N 1.882 0.680 -0.422  -0.045
C 3.932 0.200 0.199  -0.063
H 3.302 -1.926 0.670  0.244
H -2.542 -1.642 -0.276  0.220
H -2.597 2.070 -0.917  0.246
H 0.402 -1.218 -0.321  0.436
N -0.487 -1.749 -0.289  -0.632
C -3.029 0.686 0.814  -0.345
C -1.642 -1.090 -0.074  0.283
H 3.296 2.242 -0.319  0.454
N 3.117 1.198 -0.261  -0.336
N 1.881 -0.566 -0.147  -0.302
C -1.728 0.296 0.102  -0.350
C 3.157 -0.894 0.297  -0.116
H 4.965 0.367 0.534  0.257
H -0.435 -2.703 -0.307  0.408


--- R ---
Molecular formula: C6H11N4
Method: DFT, ωB97M-V/def2-TZVPD

Charge: +1
LUMO level, eV: -4.23
Gap between HOMO and LUMO, eV: 8.7

Last column: natural (NBO) charge in e.
Cartesian coordinates (Å):
C -1.899 -0.360 1.492  -0.412
N 2.421 0.253 0.210  -0.178
H -2.798 -0.970 1.500  0.251
H 2.043 -1.213 -3.363  0.155
H -0.079 1.229 -0.810  0.244
H -0.213 -1.635 2.139  0.248
H -1.829 0.166 2.444  0.223
N 1.485 -0.510 0.528  0.183
C -0.645 -1.191 1.243  -0.237
C -1.874 0.632 0.329  -0.410
N 3.064 -0.157 -2.017  -0.591
H -0.840 -1.987 0.518  0.237
H 4.111 1.002 -0.578  0.229
H 3.868 0.028 -2.626  0.408
N 0.275 -0.239 0.644  -0.023
H -2.485 1.511 0.516  0.249
H -0.110 1.797 0.873  0.239
H -2.225 0.153 -0.584  0.226
C 3.231 0.398 -0.743  0.290
C 1.993 -0.824 -2.342  -0.055
C -0.393 0.974 0.207  -0.275


It comes down to Q, which is 1.9 kcal/mol more stable than the next structure.


--- P ---
Molecular formula: C3HNO3S
Method: DFT, ωB97M-V/def2-TZVPD

Charge: -2
LUMO level, eV: 6.41
Gap between HOMO and LUMO, eV: 5.4
Structure (SMILES): [H]/N=C(\[O-])SC1=C([O-])O1

Last column: natural (NBO) charge in e.
Cartesian coordinates (Å):
O -3.027 -1.880 -0.260  -0.720
H 0.613 -0.551 -0.314  0.289
S -1.997 1.779 -0.030  -0.071
N 0.031 0.242 -0.535  -0.920
C -0.724 0.396 0.468  0.553
O -4.133 0.061 0.487  -0.632
C -3.301 -0.667 -0.195  0.741
C -3.323 0.870 -0.716  -0.470
O -0.708 0.069 1.641  -0.769


--- Q ---
Molecular formula: C3HNO3S
Method: DFT, ωB97M-V/def2-TZVPD

Charge: -2
LUMO level (spin up / spin down), eV: 5.80 / 5.98
Gap between HOMO and LUMO (spin up / spin down), eV: 4.5 / 4.3

Last column: natural (NBO) charge in e.
Cartesian coordinates (Å):
O 0.961 1.946 0.731  -0.786
O -2.133 -1.378 -0.580  -0.663
S -0.932 -1.092 -2.898  -0.464
C -1.257 -0.988 -1.315  0.226
C 0.680 0.689 0.871  0.406
C 0.920 -0.051 -0.337  0.481
N 0.264 0.210 2.068  -0.951
O 1.745 -0.221 -1.169  -0.562
H -0.248 0.886 2.629  0.314


It comes down to Q, which is 10.1 kcal/mol more stable than the next structure.


--- P ---
Molecular formula: C2H4N2S
Method: DFT, ωB97M-V/def2-TZVPD

Charge: 0
LUMO level, eV: 0.05
Gap between HOMO and LUMO, eV: 8.5
Structure (SMILES): C=NNC=S

Last column: natural (NBO) charge in e.
Cartesian coordinates (Å):
S -3.221 -0.090 0.057  -0.082
H -1.512 -1.218 -0.314  0.173
H -0.259 1.450 0.055  0.384
N 0.741 -0.543 -0.316  -0.221
N -0.431 0.406 -0.346  -0.461
H 2.672 -0.793 0.541  0.236
C -1.593 -0.313 -0.030  -0.067
C 1.812 -0.087 0.280  -0.125
H 1.790 1.189 0.073  0.163


--- Q ---
Molecular formula: C2H4N2S
Method: DFT, ωB97M-V/def2-TZVPD

Charge: 0
LUMO level, eV: -0.95
Gap between HOMO and LUMO, eV: 8.0

Last column: natural (NBO) charge in e.
Cartesian coordinates (Å):
N -0.938 -0.346 -1.003  -0.825
C 0.583 -0.541 0.796  -0.310
H 0.142 -0.908 -1.477  0.404
N 0.030 1.640 0.061  -0.644
H 0.022 1.755 1.258  0.342
H 0.622 -0.312 1.957  0.234
H -1.547 0.243 -1.696  0.404
S 1.281 -1.902 0.192  0.069
C -0.195 0.372 -0.088  0.326


It comes down to Q, which is 20.1 kcal/mol more stable than the next structure.